Entry 1:
{"formula": "C8H9NS", "method": "ωB97M-V/def2-TZVPD", "elements": ["C", "C", "C", "N", "C", "C", "C", "C", "C", "S", "H", "H", "H", "H", "H", "H", "H", "H", "H"], "positions_angstrom": [[-0.629074, -0.543939, 1.757105], [-0.504064, -0.556181, 0.213697], [-1.668312, -1.168579, -0.303904], [-2.667062, -1.634503, -0.577325], [0.668392, -1.379175, -0.271261], [1.780409, -0.772963, -0.695219], [1.999916, 0.653032, -0.599851], [0.909902, 1.451837, -0.469986], [-0.407046, 0.899778, -0.613458], [-1.899052, 2.007865, -0.163203], [0.206670, -0.321726, 2.404451], [-0.985294, -1.585562, 1.896956], [-1.528330, 0.069016, 1.960328], [0.456382, -2.532568, -0.169444], [2.628910, -1.416976, -1.170243], [2.944312, 0.975043, -0.205386], [1.054585, 2.525691, -0.148554], [-0.666563, 0.451260, -1.672886], [-1.694672, 2.878658, -1.171813]], "forces_ev_per_angstrom": [[-2.0588, -0.8582, -0.8607], [1.9270, 2.6281, -0.3178], [-0.5380, 0.1271, 0.3563], [-1.3866, -0.8264, -0.6906], [-0.3830, -1.6669, 0.3309], [1.7560, -2.6558, -1.5532], [-1.8968, 0.7422, 1.3389], [2.6820, 1.6523, 0.4506], [-3.3873, -2.7255, -0.8502], [1.4197, -0.6982, -0.3050], [0.3360, 0.2381, -0.3891], [0.4300, 0.4656, 0.7520], [0.6241, -0.0814, 0.3682], [0.9674, 2.3679, -0.5085], [-1.5220, 1.1253, 1.2007], [0.5329, 0.3379, -0.5728], [-0.3303, -1.3142, -0.5282], [0.8342, 1.3217, 1.6347], [-0.0065, -0.1796, 0.1438]], "total_energy_ev": -20764.630, "relative_energy_ev": 1.027, "gap_ev": 9.405, "multiplicity": 1}

Entry 2:
{"formula": "C8H9O2S2", "method": "ωB97M-V/def2-TZVPD", "elements": ["C", "C", "C", "C", "C", "C", "C", "C", "O", "O", "S", "S", "H", "H", "H", "H", "H", "H", "H", "H", "H"], "positions_angstrom": [[-2.077875, -1.736369, 0.443830], [-1.183756, -0.850146, -0.159528], [-1.771664, -1.953324, 1.705054], [-0.129170, -0.443491, 0.603155], [-0.609971, 2.592064, 1.075968], [1.413092, -0.486284, -1.996853], [1.071767, 0.770157, -1.143967], [0.819169, 0.462486, 0.253948], [-1.076579, 2.915688, 0.066918], [-0.073397, 2.623026, 2.108727], [-0.365215, -1.081387, 2.213909], [2.363746, 0.503899, 1.155069], [-3.070700, -1.962625, -0.028918], [-1.177597, -0.668439, -1.260067], [-2.333248, -2.617919, 2.357472], [0.672886, -0.569190, -2.817732], [1.276386, -1.356860, -1.266452], [2.384841, -0.456695, -2.394723], [0.125416, 1.092134, -1.625451], [1.737271, 1.754278, -1.261701], [2.004597, 1.468994, 1.971342]], "forces_ev_per_angstrom": [[-2.0228, 0.8339, -1.9905], [-0.2815, -0.1258, -3.3395], [-0.5323, -1.3773, 2.6751], [-1.1156, -0.3920, 1.1441], [1.7427, 0.7522, 0.0370], [-1.3673, -0.4892, 1.3097], [-0.5864, 2.1335, -2.3560], [2.6908, 1.4450, 0.8601], [-1.0473, -0.4092, -0.7370], [-0.5008, -0.4123, 0.7558], [0.3430, -0.3553, 0.1952], [-0.2085, -0.5072, 0.0899], [1.2229, -0.3720, 0.4624], [-0.2123, 0.0034, 1.0621], [0.3064, 0.3341, 0.1875], [0.5263, -0.2433, 0.2852], [0.3546, 0.8674, -1.4113], [1.4101, -0.1832, -0.5330], [0.0545, 0.2889, 0.4292], [-0.9065, -2.4380, 0.1217], [0.1299, 0.6464, 0.7523]], "total_charge": -1, "total_energy_ev": -34207.257, "relative_energy_ev": 0.702, "gap_ev": 5.332, "multiplicity": 1}